Record 1
The molecule C5H6N2 in a non-equilibrium geometry. Source: the OMol25 dataset; level of theory: ωB97M-V/def2-TZVPD.

XYZ file:
```
13
Properties=species:S:1:pos:R:3
C -1.588 -0.527 0.250
C -0.293 -0.511 -0.616
N -0.459 1.053 -0.529
H -2.400 1.430 0.552
H -0.612 -0.765 -1.674
N 0.755 1.572 0.109
H -2.318 -1.108 0.748
C -1.544 0.799 0.365
C 1.542 0.599 0.250
H 1.963 -1.097 -0.731
C 1.126 -0.772 -0.058
H 1.208 -1.371 0.755
H 2.621 0.698 0.580
```

The value obtained for the highest occupied orbital energy (spin up / spin down) is -5.138 / -9.439 eV. As for the spin multiplicity: 3. The calculation puts the energy above the lowest of the compared OMol25 structures with the same formula, charge and spin at 79.0 kcal per mole. For the HOMO-LUMO gap (spin up / spin down), the calculation gives 0.225 / 0.278 hartree.

Record 2
A 2-piece molecular cluster, C4H12N2 overall in a non-equilibrium geometry. Source: the OMol25 dataset; level of theory: ωB97M-V/def2-TZVPD.

XYZ file:
```
18
Properties=species:S:1:pos:R:3
C 2.592 -1.676 0.021
N 2.771 -1.777 -1.287
H -2.380 0.350 1.406
C -2.285 2.250 0.430
C -1.682 0.869 0.728
H 3.479 -0.934 1.523
N 3.573 -1.715 0.882
H -0.780 0.431 -1.207
H 2.038 -1.648 -1.959
H -1.638 2.765 -0.281
C -1.454 -0.028 -0.455
H -2.374 2.815 1.351
H -3.205 2.058 -0.124
H -2.327 -0.478 -0.949
H -0.766 0.819 1.326
H -0.842 -0.905 -0.212
H 1.582 -1.626 0.423
H 3.701 -1.570 -1.615
```

The value obtained for the highest occupied orbital energy is -8.393 eV. The structure (SMILES) is [H]/N=C/N.CCC. The calculation puts the energy above the lowest of the compared OMol25 structures with the same formula, charge and spin at 33.4 kcal per mole. For the HOMO-LUMO gap, the calculation gives 0.338 hartree.

Record 3
The molecule C20H29N3O4S in a non-equilibrium geometry. Source: the OMol25 dataset; level of theory: ωB97M-V/def2-TZVPD.

XYZ file:
```
57
Properties=species:S:1:pos:R:3
H 3.398 2.562 -4.210
C 1.589 -0.113 1.228
O -6.743 -4.458 3.798
H 4.831 5.453 -2.242
C -5.938 -4.031 3.005
H 3.344 -0.803 0.183
C 1.845 -0.337 -1.288
H -4.249 -0.450 3.456
C 1.041 -1.631 -1.197
S -1.202 -0.539 -0.388
H 3.946 3.706 -0.120
H 2.578 -0.409 -2.093
C 2.559 -0.052 0.040
H 1.147 0.467 -1.527
C -2.904 -0.465 1.788
H 1.695 -2.493 -1.031
C -3.841 -1.024 2.638
N 0.092 -1.575 -0.101
H -4.055 -4.875 0.231
H 1.351 4.263 -1.631
C 4.674 4.445 -2.622
H -2.561 0.550 1.914
N 2.414 2.353 -0.161
C -2.811 -2.523 0.539
H 1.421 2.191 -0.246
C -4.268 -2.334 2.435
O -1.634 -0.775 -1.733
H 1.350 -2.267 1.373
H 0.916 0.744 1.206
C -4.206 -4.519 1.250
H 2.517 5.535 -1.274
H -6.019 -5.660 1.637
H 1.929 2.440 -3.243
H -0.054 -1.337 1.937
C 3.184 4.141 -2.757
C 2.413 4.465 -1.468
C 0.735 -1.381 1.182
H 2.152 -0.085 2.162
H 5.153 3.738 -1.949
C 2.859 3.726 -0.204
H -5.438 -2.418 4.133
N -5.205 -2.907 3.278
H 5.160 4.365 -3.591
H 2.454 4.253 0.669
H 3.496 2.013 -2.541
O 4.458 1.431 0.086
H -3.609 -5.149 1.917
H -2.389 -3.073 -0.287
C -2.402 -1.218 0.745
C 3.252 1.312 -0.007
C -3.743 -3.098 1.382
C -5.678 -4.625 1.638
C 2.985 2.697 -3.212
H 2.771 4.800 -3.531
O -0.928 0.828 -0.016
H -6.291 -4.066 0.925
H 0.461 -1.788 -2.107
```

The value obtained for the highest occupied orbital energy is -9.105 eV. The structure (SMILES) is CC(C)CCNC(=O)C1CCN(S(=O)(=O)c2ccc3c(c2)CCC(=O)N3)CC1. The calculation puts the energy above the lowest of the compared OMol25 structures with the same formula, charge and spin at 15.8 kcal per mole. For the HOMO-LUMO gap, the calculation gives 0.348 hartree.

Record 4
A 2-piece molecular cluster, C3H9OP overall in a non-equilibrium geometry. Source: the OMol25 dataset; level of theory: ωB97M-V/def2-TZVPD.

XYZ file:
```
14
Properties=species:S:1:pos:R:3
H -0.961 2.174 -0.137
H -1.632 -1.102 -2.181
H 2.270 -0.987 0.365
H 1.638 -0.206 1.763
C 1.468 -0.989 1.018
H -0.717 0.209 -2.871
H -0.069 1.613 1.288
C -0.151 1.603 0.177
H 1.298 -1.950 1.411
H 0.931 1.901 -0.075
C -1.112 -0.190 -1.940
O -1.542 -0.940 0.358
H -1.032 -0.936 1.293
P -0.389 -0.199 -0.468
```

The value obtained for the highest occupied orbital energy is -7.807 eV. The calculation puts the energy above the lowest of the compared OMol25 structures with the same formula, charge and spin at 85.0 kcal per mole. For the HOMO-LUMO gap, the calculation gives 0.297 hartree.

Record 5
A 2-piece molecular cluster, C4H10NO3 overall in a non-equilibrium geometry. Source: the OMol25 dataset; level of theory: ωB97M-V/def2-TZVPD.

XYZ file:
```
18
Properties=species:S:1:pos:R:3
C -0.248 0.957 -1.199
H 1.139 1.012 -3.223
H 1.708 -0.060 0.546
H 1.170 -1.557 1.008
H -1.416 -2.051 1.475
C -0.983 -0.035 -0.182
C -1.064 -1.145 2.063
H -0.984 -0.887 -0.762
O 2.010 1.393 -3.409
H -1.969 0.379 -0.090
H -2.086 -0.688 2.396
H -0.242 0.825 1.711
H 2.323 1.667 -2.545
C -0.328 -0.157 1.154
N 1.202 -0.530 1.212
O -0.774 1.051 -2.289
H -0.354 -1.501 2.946
O 0.896 1.327 -0.811
```

The value obtained for the highest occupied orbital energy is -4.493 eV. The charge is -1. The calculation puts the energy above the lowest of the compared OMol25 structures with the same formula, charge and spin at 27.9 kcal per mole. For the HOMO-LUMO gap, the calculation gives 0.306 hartree.

Record 6
C28H41BMgN7O4SeSi as an isolated structure in a non-equilibrium geometry. Source: the OMol25 dataset; level of theory: ωB97M-V/def2-TZVPD.

XYZ file:
```
84
Properties=species:S:1:pos:R:3
H 4.518 -0.939 -3.429
H 1.465 5.515 3.469
C -2.509 1.849 -2.326
H -2.630 2.053 -4.483
C 1.579 -3.501 -2.243
H 0.672 1.049 3.622
H 2.446 4.082 3.690
H 3.578 -2.330 -3.960
C 1.541 4.583 4.020
H -1.564 0.786 2.903
Se -0.373 3.475 1.445
H 3.137 2.970 1.229
H -1.601 3.267 -3.703
C 0.367 -3.917 -1.729
C 2.831 1.964 1.471
H 4.313 -2.325 -2.354
C -2.729 0.371 -2.267
C 1.406 -2.017 2.014
H -2.864 -4.134 1.406
H -3.415 -2.498 3.494
H -2.812 -0.266 4.820
O 0.078 1.314 -0.812
N -2.017 -2.393 0.577
N -1.956 -0.427 -1.547
H -1.793 2.088 -1.536
H 2.533 0.591 -3.921
C -2.568 0.376 2.756
H 2.344 -4.119 -2.673
O 0.513 -2.228 1.170
C -3.311 0.369 4.090
H 4.318 1.594 2.973
C 1.742 1.401 0.813
N 0.427 -1.758 -1.498
N -0.299 -2.847 -1.298
C 3.820 -1.708 -3.101
H 1.237 1.798 5.102
Si 0.026 3.469 3.663
H -1.376 4.347 5.598
H -4.265 0.889 1.498
H -2.363 3.506 4.413
B -1.765 -2.788 -0.874
C -2.643 -3.091 1.526
H -1.032 1.608 -3.881
C -3.808 2.614 -2.075
C -2.439 -0.994 2.160
C -3.450 -1.692 -2.522
H -3.358 1.381 4.493
H 3.509 -0.748 3.393
H 1.652 4.821 5.073
C -1.907 2.222 -3.685
C -3.283 1.285 1.750
C 2.554 -1.076 -2.526
O 1.486 3.053 -0.898
H -0.053 -4.899 -1.639
C -2.935 -2.238 2.571
C -1.523 4.183 4.535
H -4.485 -0.057 -3.573
H -2.292 -3.833 -1.105
H -4.327 0.000 3.955
H -0.448 1.342 4.934
C -3.704 -0.397 -2.920
C 0.406 1.750 4.405
H -4.257 2.284 -1.144
H -4.520 2.452 -2.883
N -1.887 -1.133 0.965
H 2.831 -0.451 -1.668
C 1.570 -2.114 -2.069
H -2.690 1.356 0.842
H -1.810 5.128 4.085
O 1.913 -2.787 2.824
H 0.985 0.270 -3.120
H 0.825 3.375 -1.528
C 1.862 -0.190 -3.568
H -3.399 2.284 2.166
H -3.946 -2.611 -2.765
N -2.395 -1.669 -1.698
C 0.960 1.988 -0.276
C 1.945 -0.576 1.951
H -3.609 3.679 -1.989
C 3.037 -0.100 2.669
C 3.474 1.195 2.427
Mg -0.283 -0.554 -0.078
H 1.550 -0.792 -4.421
N 1.322 0.170 1.064
```

The value obtained for the highest occupied orbital energy is -4.469 eV. The charge is -1. The calculation puts the energy above the lowest of the compared OMol25 structures with the same formula, charge and spin at 14.8 kcal per mole. For the HOMO-LUMO gap, the calculation gives 0.257 hartree.